Arrangement 1

Formula: C3H10N3O
Source: the OMol25 dataset
Level of theory: ωB97M-V with the def2-TZVPD basis set

The geometry in ORCA input format:
```
! RIJCOSX wB97M-V def2-TZVPD def2/J DEFGRID3
* xyz 1 1
C 1.73586 0.61931 0.07253
C 0.43592 1.19337 -0.43128
C -2.10120 -0.21162 -0.10423
N -1.61400 -1.35428 -0.25849
N -3.03827 0.61653 0.22621
N 1.39516 -0.82952 0.46006
O -0.57226 0.99379 0.48785
H 2.44643 0.84725 -0.64089
H 2.28647 1.15372 0.89862
H 0.52099 2.24325 -0.63528
H 0.42665 0.73755 -1.44184
H 0.39391 -0.70986 0.80656
H -1.59989 -1.82800 -1.13938
H -4.07869 0.48046 0.01183
H -2.73439 1.61977 0.48747
H 1.46866 -1.57211 -0.24603
H 1.97081 -1.09658 1.25304
*
```

The LUMO energy is -3.0034 eV. The frontier orbital gap comes out at 0.364 Eh.

***

Arrangement 2

Formula: C3H10N3O
Source: the OMol25 dataset
Level of theory: ωB97M-V with the def2-TZVPD basis set

The geometry in ORCA input format:
```
! RIJCOSX wB97M-V def2-TZVPD def2/J DEFGRID3
* xyz 1 1
C -2.39140 0.50590 0.07317
O -0.98031 0.73796 0.16855
C -0.23152 -0.50566 -0.15170
N 1.17755 -0.09918 -0.04016
C 2.04774 -1.33173 0.12868
N 1.80550 0.97602 0.13280
N 1.29466 2.14662 0.06245
H -2.96317 1.23118 0.61279
H -2.55258 -0.44120 0.55462
H -2.67780 0.54434 -0.94342
H -0.32542 -1.28788 0.51391
H -0.55507 -0.67654 -1.18208
H 1.63495 -2.34397 -0.00070
H 2.64870 -1.13091 0.98030
H 2.68383 -1.21169 -0.78717
H 0.33732 2.48220 -0.19570
H 1.94223 2.95714 0.18850
*
```

The LUMO energy is -4.2291 eV. The frontier orbital gap comes out at 0.386 Eh. As for the SMILES: COC/[N+](C)=N\N.

***

On energetic grounds, arrangement 1 is preferred over the next structure by 12.1 kcal/mol.